C36H32FN8O4RhS2 | wB97M-V/def2-TZVPD

ORCA input file:
```
! wB97M-V def2-TZVPD RIJCOSX def2/J DEFGRID3
* xyz 0 5
Rh -1.5612 -0.1803 1.0590
C -4.4112 -1.3810 0.0686
C -3.8700 -0.9383 1.3930
N -3.4906 0.3323 1.4930
N -3.7730 1.1268 2.5212
C -2.8611 2.0469 2.7651
S -1.3074 2.0900 2.0805
S -3.3331 3.2950 3.9381
C -3.8806 2.2263 5.3227
C -2.7881 1.9770 6.3260
C -2.7440 2.7052 7.5110
C -1.7063 2.5270 8.4174
C -0.6973 1.6140 8.1441
C -0.7393 0.8777 6.9652
C -1.7769 1.0566 6.0614
C -3.8250 -1.8308 2.5220
C -4.6205 -2.9763 2.5935
C -4.5943 -3.7831 3.7092
C -3.7526 -3.4793 4.8175
C -2.9045 -2.4252 4.7677
C -2.8186 -1.6176 3.5672
O -1.8625 -0.8399 3.3995
H -4.2208 -0.6120 -0.6763
H -5.4930 -1.5256 0.1498
H -3.9504 -2.3175 -0.2511
H -4.2521 1.3133 4.8614
H -4.7161 2.7531 5.7807
H -3.5325 3.4187 7.7267
H -1.6857 3.1013 9.3362
H 0.1187 1.4792 8.8437
H 0.0436 0.1627 6.7434
H -1.7960 0.4825 5.1386
H -5.2920 -3.2086 1.7764
H -5.2364 -4.6534 3.7528
H -3.7774 -4.1143 5.6946
H -2.2207 -2.1935 5.5747
C 2.0926 -2.7287 -4.5932
C 2.8927 -2.9514 -3.3214
N 2.3378 -2.2442 -2.1558
C 1.3903 -2.8673 -1.4056
C 0.7103 -2.3065 -0.3709
C -0.4308 -3.1079 0.2585
O -0.3040 -4.3302 0.2640
O -1.4388 -2.4215 0.6343
C 1.0679 -0.9871 0.0236
O 0.5902 -0.3909 1.0099
C 2.0082 -0.2751 -0.8407
C 2.2478 1.0769 -0.5888
C 3.0012 1.7976 -1.4631
F 3.2196 3.1127 -1.2432
C 3.4920 1.2283 -2.6435
C 3.3298 -0.1254 -2.8486
C 2.5910 -0.9030 -1.9459
N 4.0135 2.0425 -3.6781
C 5.2744 1.7992 -4.3320
C 5.0519 1.9651 -5.8751
N 3.5953 2.2433 -6.0948
C 3.2068 3.5386 -5.4518
C 3.4848 3.3775 -3.9238
H 2.6031 -3.1785 -5.4484
H 1.9588 -1.6619 -4.7878
H 1.1007 -3.1716 -4.5136
H 3.9286 -2.6423 -3.4497
H 2.9197 -4.0055 -3.0576
H 1.1721 -3.8949 -1.6751
H 1.8019 1.5380 0.2853
H 3.7095 -0.5534 -3.7675
H 5.6169 0.7943 -4.1014
H 6.0463 2.5023 -4.0044
H 5.3175 1.0738 -6.4383
H 5.6064 2.8106 -6.2723
H 3.0582 1.5505 -5.5433
H 3.3212 2.1918 -7.0705
H 2.1505 3.6928 -5.6521
H 3.7953 4.3312 -5.9066
H 2.5531 3.5033 -3.3866
H 4.1866 4.1467 -3.5935
N -1.5555 0.3337 -1.1811
C -1.1184 0.0709 -2.2164
C -0.6822 -0.2522 -3.5180
C 0.4761 0.2682 -4.1268
N 1.4251 0.6344 -4.6839
C -1.4461 -1.1875 -4.2820
N -2.0412 -1.9466 -4.9169
*
```

Computed properties:
Calculated total energy, hartree: -3136.6979
HOMO energy (spin up / spin down), eV: -6.53 / -7.42
Energy above the lowest of the compared OMol25 structures with the same formula, charge and spin, kcal/mol: 24.04
Frontier orbital gap (spin up / spin down), Ha: 0.2081 / 0.2059

For each atom in turn, the Mulliken charge in e is: atom 1 (Rh): 0.43, atom 2 (C): -1.73, atom 3 (C): 1.17, atom 4 (N): -0.22, atom 5 (N): -0.77, atom 6 (C): 0.43, atom 7 (S): -0.25, atom 8 (S): -0.17, atom 9 (C): -0.91, atom 10 (C): 0.39, atom 11 (C): -0.51, atom 12 (C): -0.58, atom 13 (C): -0.42, atom 14 (C): -0.96, atom 15 (C): 0.28, atom 16 (C): 1.09, atom 17 (C): -0.78, atom 18 (C): -0.67, atom 19 (C): -0.40, atom 20 (C): -0.92, atom 21 (C): 0.79, atom 22 (O): -0.43, atom 23 (H): 0.38, atom 24 (H): 0.43, atom 25 (H): 0.29, atom 26 (H): 0.21, atom 27 (H): 0.54, atom 28 (H): 0.35, atom 29 (H): 0.36, atom 30 (H): 0.37, atom 31 (H): 0.46, atom 32 (H): 0.48, atom 33 (H): 0.39, atom 34 (H): 0.39, atom 35 (H): 0.42, atom 36 (H): 0.49, atom 37 (C): -0.73, atom 38 (C): -1.14, atom 39 (N): 0.29, atom 40 (C): -0.32, atom 41 (C): 0.34, atom 42 (C): -0.20, atom 43 (O): -0.75, atom 44 (O): -0.23, atom 45 (C): 1.37, atom 46 (O): -1.09, atom 47 (C): 0.47, atom 48 (C): -1.06, atom 49 (C): 0.10, atom 50 (F): -0.41, atom 51 (C): -0.23, atom 52 (C): -0.28, atom 53 (C): -0.11, atom 54 (N): 0.27, atom 55 (C): -0.71, atom 56 (C): -0.56, atom 57 (N): 0.11, atom 58 (C): -0.70, atom 59 (C): -0.54, atom 60 (H): 0.41, atom 61 (H): 0.01, atom 62 (H): 0.31, atom 63 (H): 0.45, atom 64 (H): 0.55, atom 65 (H): 0.50, atom 66 (H): 0.62, atom 67 (H): 0.17, atom 68 (H): 0.36, atom 69 (H): 0.46, atom 70 (H): 0.37, atom 71 (H): 0.34, atom 72 (H): 0.15, atom 73 (H): 0.38, atom 74 (H): 0.37, atom 75 (H): 0.34, atom 76 (H): 0.29, atom 77 (H): 0.55, atom 78 (N): -0.37, atom 79 (C): 0.15, atom 80 (C): 0.00, atom 81 (C): 0.40, atom 82 (N): -0.59, atom 83 (C): -0.01, atom 84 (N): -0.57